Record 1
Here is a 2-piece molecular cluster, C12H13BN4O2 overall from the OMol25 dataset. Energies are from ωB97M-V with the def2-TZVPD basis set.

Calculated values
- SMILES: COB(O)[C@@](C#N)(CC#N)c1ccccn1.CC#N
- Highest occupied orbital energy: -9.81 eV
- Charge: 0
- Gap between HOMO and LUMO: 0.372 hartree
- E_LUMO: 0.31 eV
- Energy relative to the best compared isomer or geometry (same formula, charge and spin): 59.85 kcal/mol
- Molar mass: 256.07 g mol⁻¹

Each line ends with the natural charge from an NBO analysis.
Geometry (Å):
H (-1.88281, 0.72678, -1.19198)  0.174
H (-0.33027, -4.84484, 5.41956)  0.260
H (1.96979, 2.61490, -0.05454)  0.259
C (-0.09297, -0.35026, 1.34430)  -0.142
H (1.01943, -2.79363, -0.68778)  0.195
N (1.05685, -0.79944, -1.19999)  -0.436
H (0.00043, -2.49149, 1.51297)  0.226
C (-0.68329, -4.70035, 4.40091)  -0.722
H (-0.02386, 1.71392, 0.76849)  0.229
C (1.06772, 1.58089, -1.72651)  -0.525
C (0.20878, -1.63316, 0.90149)  -0.258
N (3.16509, 0.88596, -3.11180)  -0.314
C (0.77907, 0.42455, -0.75151)  0.239
B (-0.17000, 1.70369, -2.77293)  1.244
H (0.04173, -5.12402, 3.70886)  0.256
H (-3.17492, 1.42760, -2.14255)  0.188
C (-0.84730, -3.27808, 4.13457)  0.306
H (-2.52797, 2.34591, -0.80065)  0.196
H (2.25672, 3.39800, -1.57793)  0.275
H (-1.63622, -5.21006, 4.27692)  0.258
C (0.20735, 0.69984, 0.48602)  -0.278
C (1.49933, 2.88606, -0.99646)  -0.492
C (0.42734, 3.82212, -0.69395)  0.282
N (-0.97523, -2.15744, 3.92688)  -0.354
C (0.77578, -1.79510, -0.35115)  0.047
N (-0.43197, 4.54476, -0.49027)  -0.307
C (-2.26411, 1.65876, -1.59748)  -0.240
H (0.20372, 0.24214, -4.02497)  0.515
C (2.24157, 1.19634, -2.51384)  0.310
H (-0.53403, -0.19207, 2.31297)  0.247
O (-1.34948, 2.31251, -2.47611)  -0.732
O (0.00373, 1.18521, -4.03155)  -0.905

Record 2
Here is C12H13BrO2Tl as an isolated structure from the OMol25 dataset. Energies are from ωB97M-V with the def2-TZVPD basis set.

Calculated values
- Highest occupied orbital energy: -4.39 eV
- Charge: -1
- Gap between HOMO and LUMO: 0.264 hartree
- E_LUMO: 2.79 eV
- Energy relative to the best compared isomer or geometry (same formula, charge and spin): 0.00 kcal/mol
- Molar mass: 473.52 g mol⁻¹

Each line ends with the Mulliken charge.
Geometry (Å):
H (-2.15278, -1.74122, 1.24669)  0.566
O (-0.70921, 1.55914, 1.58566)  -0.677
C (-2.41992, 0.09473, -0.06586)  -0.492
C (-1.28527, -0.80975, -1.89638)  -0.491
H (1.78281, -0.83577, -2.34207)  0.438
C (2.03473, 1.18051, 0.36179)  -0.584
Br (0.87201, -2.01626, 1.70120)  -0.543
C (-0.78512, 2.54840, 3.66668)  -1.240
C (-1.30231, -1.80180, -0.87295)  -0.643
C (2.41363, -0.02762, -0.34425)  -0.824
Tl (0.01156, -0.04946, 0.33861)  1.501
H (-0.51830, 3.51353, 3.23704)  0.233
H (-2.94478, 0.77697, 0.59729)  0.442
H (-2.00744, 1.34554, -1.88394)  0.402
H (-0.38528, 2.45468, 4.66444)  0.375
H (0.72615, 2.91106, -0.28774)  0.373
C (-2.01108, -1.25481, 0.27746)  -0.670
C (-1.96966, 0.36706, -1.40180)  -0.651
C (1.09938, 1.26417, -1.78024)  -0.533
C (1.22403, 1.98336, -0.55281)  -0.737
H (-0.78894, -2.76135, -0.88587)  0.393
O (0.61650, 0.63368, 3.22747)  -0.520
H (2.98054, -0.84666, 0.08771)  0.600
H (-0.72798, -0.87816, -2.83022)  0.490
C (-0.18332, 1.43955, 2.84878)  0.928
H (0.43991, 1.53639, -2.60076)  0.495
H (-1.86989, 2.45315, 3.67404)  0.270
H (2.28753, 1.42183, 1.39762)  0.674
C (1.81683, 0.00920, -1.64938)  -0.577

Record 3
Here is C12H13ClHoO2 as an isolated structure from the OMol25 dataset. Energies are from ωB97M-V with the def2-TZVPD basis set.

Calculated values
- Highest occupied orbital energy (spin up / spin down): -2.25 / -2.25 eV
- Charge: -1
- Gap between HOMO and LUMO (spin up / spin down): 0.130 / 0.131 hartree
- E_LUMO (spin up / spin down): 1.28 / 1.32 eV
- Energy relative to the best compared isomer or geometry (same formula, charge and spin): 19.30 kcal/mol
- Molar mass: 389.62 g mol⁻¹
- 2S+1: 5

Each line ends with the natural charge from an NBO analysis.
Geometry (Å):
C (2.81511, -1.06635, -1.34361)  -0.366
C (-0.12292, 0.72821, 4.13836)  -0.278
O (-0.45993, 0.28099, 2.80008)  -0.743
H (1.78593, -1.00584, -3.33532)  0.172
H (3.58911, -0.13372, 0.54299)  0.174
C (-1.91912, 0.80044, -1.15365)  -0.225
C (2.47543, 1.17384, -0.88663)  -0.361
H (1.37984, 1.59468, -2.79709)  0.173
C (-2.82013, 0.17964, -0.22769)  -0.528
C (-0.28640, 1.17817, 1.61765)  0.412
C (3.06226, -0.02899, -0.39440)  -0.381
H (-1.75511, -2.37782, -2.15931)  0.225
H (-0.94231, 0.40877, 4.78920)  0.173
H (-1.81879, 1.87680, -1.29083)  0.226
O (0.15022, 2.28409, 1.74479)  -0.595
C (-1.93041, -1.44542, -1.63760)  -0.272
H (-0.90052, 0.01685, -2.96049)  0.240
H (0.78608, 0.19237, 4.41944)  0.197
C (-2.86488, -1.24526, -0.56054)  -0.547
C (-1.43755, -0.17761, -2.03321)  -0.246
H (3.14965, -2.08943, -1.27437)  0.178
H (-0.00640, 1.80975, 4.10422)  0.215
H (-3.52695, -1.98699, -0.09668)  0.224
C (2.04977, -0.50827, -2.40789)  -0.373
H (2.49719, 2.14559, -0.41161)  0.182
Cl (-0.02546, -3.12455, 1.16825)  -0.605
Ho (-1.28339, -1.02963, 1.28340)  1.881
C (1.83862, 0.87595, -2.13038)  -0.374
H (-3.47892, 0.67377, 0.49292)  0.220

Record 4
Here is C12H13ClN11Pd as an isolated structure from the OMol25 dataset. Energies are from ωB97M-V with the def2-TZVPD basis set.

Calculated values
- Highest occupied orbital energy: -5.12 eV
- Charge: -1
- Gap between HOMO and LUMO: 0.292 hartree
- E_LUMO: 2.83 eV
- Energy relative to the best compared isomer or geometry (same formula, charge and spin): 2.15 kcal/mol
- Molar mass: 453.19 g mol⁻¹

Each line ends with the natural charge from an NBO analysis.
Geometry (Å):
H (1.83984, 3.50074, -3.83929)  0.220
C (-1.06316, 0.31416, 2.50370)  0.466
H (-0.80534, 2.29896, 0.16183)  0.276
H (0.62563, -3.89842, -0.17043)  0.418
C (-0.18474, 2.39091, -0.72521)  -0.322
N (-1.71029, 1.22303, 2.19641)  -0.455
H (0.35526, -0.60417, 4.85874)  0.169
N (1.99135, -0.07458, 0.66671)  -0.132
Cl (3.40487, 4.00122, -1.54469)  -0.025
N (-1.22649, -1.60595, -1.58030)  -0.448
H (1.16321, 0.47451, 3.68710)  0.225
C (0.01697, 2.64791, -3.14688)  -0.147
C (0.73466, -0.51302, 3.83506)  -0.395
C (-0.73728, -2.77771, -1.17952)  0.436
H (1.52031, -1.24551, 3.65478)  0.230
N (-0.32060, -0.72322, 2.85420)  -0.475
N (2.17060, -2.21669, 0.96509)  -0.416
H (-1.43737, -2.36408, 3.59748)  0.176
H (-2.68862, 1.51251, -1.33975)  0.223
C (1.80433, 3.32345, -1.68941)  -0.048
H (-2.28857, 1.11629, -3.07701)  0.217
H (-0.39768, 2.51723, -4.13862)  0.208
C (1.11816, 2.93871, -0.58320)  -0.176
N (-1.51143, -3.78004, -1.55488)  -0.402
Pd (-0.48204, 0.25026, -1.18406)  0.709
C (1.25418, 3.18804, -2.98514)  -0.235
C (-0.76404, 2.24824, -2.01802)  -0.080
N (1.04091, -0.66239, -0.09676)  -0.462
C (-1.92094, 1.40780, -2.10080)  -0.518
C (-0.86776, -2.06190, 2.71139)  -0.399
H (1.55533, 3.03264, 0.40035)  0.241
N (0.43365, -2.95943, -0.47233)  -0.602
H (-0.04117, -2.75217, 2.55446)  0.221
C (1.19019, -1.96611, 0.11110)  0.441
H (-1.51687, -2.09684, 1.83858)  0.229
N (-2.52718, -3.18251, -2.21620)  -0.114
N (-2.37462, -1.90806, -2.23684)  -0.126
N (2.64673, -0.99381, 1.28238)  -0.128